The following is a quantum chemistry calculation of a structure of composition C19H42B3NO11S, from OMol25.

Computed properties:
highest occupied orbital energy: -8.72 eV
LUMO: 0.1 eV

Structure (XYZ):
```
77
Properties=species:S:1:pos:R:3:forces:R:3
C -1.06410 -0.40010 0.47708 0.039 0.266 0.747
C 0.06904 0.48788 -0.10410 -0.403 -1.358 0.300
S 0.67014 -0.00763 -1.75472 -0.163 0.510 -0.873
C 1.28746 -1.72409 -1.69551 0.315 -0.195 0.951
B 2.77841 -1.87887 -1.17508 0.156 -0.921 -0.868
O 3.06041 -3.01117 -0.37737 -0.303 1.355 0.673
B 3.94386 -2.68740 0.65658 0.677 -1.188 -0.405
C 3.60817 -3.09085 2.15867 0.648 0.444 -0.170
C 4.58304 -2.45150 3.16152 -0.632 -1.311 -1.272
N 4.24282 -1.52063 3.92394 0.112 0.863 0.629
O 5.08555 -1.95568 0.29532 -1.399 0.824 0.993
B 4.57569 -0.80377 -0.30842 1.332 -0.017 -0.967
C 4.74749 0.66726 0.26781 -0.168 0.226 -0.339
C 6.20039 1.07141 0.54934 -2.691 1.490 0.686
O 7.09290 0.34335 0.43455 2.797 -1.895 -0.758
O 6.38524 2.36603 0.98680 -0.529 -0.540 0.397
O 3.82464 -1.00395 -1.47444 -1.057 0.178 1.311
H -2.07516 -0.01905 0.26875 0.418 -0.126 -0.301
H -1.01823 -1.45707 0.18345 0.089 0.343 -0.017
H -0.96699 -0.35836 1.57877 -0.110 -0.182 -0.379
H 0.90800 0.47369 0.60625 -0.198 0.347 -0.227
H -0.34417 1.49737 -0.23034 0.591 -0.174 -0.093
H 1.23505 -2.19757 -2.69198 -0.283 0.512 0.198
H 0.64635 -2.32148 -1.02742 0.115 0.079 -0.363
H 3.56647 -4.19044 2.22665 -0.040 0.318 0.112
H 2.60233 -2.67469 2.36234 0.224 -0.424 -0.050
H 5.61126 -2.83908 3.15773 -0.239 0.234 0.158
H 3.25776 -1.28844 3.76723 0.081 -0.012 0.175
H 4.14702 0.75955 1.19437 0.257 -0.032 -0.215
H 4.29910 1.37020 -0.45652 0.190 -0.138 0.331
H 5.66732 2.49991 1.62774 0.142 0.535 -0.346
C -3.45866 -2.56331 7.75849 0.008 0.185 0.114
O -2.79820 -1.32083 7.63926 -0.084 -0.156 -0.346
C -1.44154 -1.44355 7.23986 -0.148 0.260 0.192
C -1.04223 -0.32602 6.29467 0.146 0.006 -0.025
O -1.59264 -0.42991 4.98572 -0.058 0.019 0.027
C -2.98800 -0.18450 4.83123 0.049 -0.052 -0.108
C -3.40017 1.25956 5.04742 -0.204 -0.135 0.275
O -3.37680 1.59786 6.42475 0.358 0.002 0.008
C -2.97554 2.92885 6.66830 -0.150 -0.134 0.003
H -3.11007 -3.10314 8.64541 -0.023 -0.142 -0.067
H -4.52580 -2.36650 7.85991 0.051 0.057 0.074
H -3.31061 -3.17747 6.86343 0.052 -0.063 0.045
H -1.26169 -2.40814 6.75232 -0.033 0.004 -0.014
H -0.82323 -1.38430 8.14443 0.207 -0.072 -0.114
H 0.04055 -0.38905 6.15483 -0.031 -0.086 -0.060
H -1.23966 0.65481 6.72774 -0.200 -0.071 0.112
H -3.57491 -0.86717 5.44617 -0.033 0.165 0.182
H -3.20608 -0.43862 3.79036 0.085 0.068 -0.018
H -4.42815 1.39750 4.68900 0.056 -0.015 -0.243
H -2.73331 1.91337 4.47444 0.021 0.001 -0.001
H -2.04293 3.16215 6.14231 -0.032 0.060 -0.049
H -2.79764 3.03652 7.73751 -0.100 -0.042 -0.003
H -3.75963 3.62842 6.36158 0.087 0.139 -0.023
C 0.89014 -0.79635 -6.46678 -0.234 -0.022 0.058
O -0.26664 -0.01820 -6.25108 0.241 0.098 -0.296
C 0.00340 1.21653 -5.60052 -0.341 -0.158 0.038
C -0.87466 2.32653 -6.14666 0.021 0.110 0.063
O -0.53068 2.76921 -7.45499 -0.051 -0.077 -0.005
C -0.80452 1.89500 -8.54448 0.084 0.084 -0.044
C -2.27886 1.70088 -8.84569 0.067 -0.330 0.087
O -2.89513 0.86750 -7.87626 0.002 0.245 0.245
C -4.22779 1.23150 -7.59079 0.136 -0.132 -0.082
H 1.25224 -1.22111 -5.52343 0.163 0.007 -0.042
H 0.62579 -1.60923 -7.14341 -0.064 -0.007 0.082
H 1.68232 -0.20560 -6.93960 0.065 -0.009 0.084
H 1.05558 1.49967 -5.71508 -0.004 -0.021 -0.039
H -0.21176 1.07887 -4.53416 0.116 0.214 0.072
H -0.73318 3.19964 -5.50370 0.099 0.006 -0.061
H -1.93211 2.06739 -6.08488 0.034 -0.233 -0.041
H -0.29284 0.94046 -8.41742 -0.196 -0.117 0.079
H -0.35270 2.37805 -9.41483 -0.052 0.083 0.039
H -2.38487 1.21013 -9.82153 0.067 0.191 -0.131
H -2.76893 2.67978 -8.88575 -0.002 0.015 0.017
H -4.30473 2.30090 -7.36433 -0.052 0.019 -0.065
H -4.54769 0.67482 -6.71068 0.036 -0.078 -0.064
H -4.88265 0.98227 -8.43209 -0.131 0.104 0.025
```
Positions in Å, forces in eV/Å.

These are the Löwdin partial charges, in e, on atoms 1 to 6: C -0.153; C -0.522; S 0.850; C -0.334; B -0.550; O 0.271